Entry 1:
C23H50N2O22S3 | ωB97M-V/def2-TZVPD

The geometry in ORCA input format:
```
! RIJCOSX wB97M-V def2-TZVPD def2/J DEFGRID3
* xyz 0 1
H -3.44056 -4.87579 2.08833
O -4.88756 1.52221 2.69433
C 7.05944 -6.16979 -2.36367
C -0.62956 3.84721 0.20633
O -1.51156 -3.78579 0.43833
H 7.05044 -7.06779 -2.93667
H -5.18956 -0.40579 -6.01467
H 1.89844 -0.09679 3.34533
H -4.05556 -2.60679 -1.55067
O -1.69556 -4.35579 2.76233
H 4.24344 -2.77279 -2.60567
H -4.99756 -0.92879 -1.35867
H -2.16256 0.60021 1.34333
O -2.75956 -2.31879 1.92733
H 3.39444 -2.27879 -0.12467
O 0.64044 3.57421 -0.39567
C -1.96256 5.59921 2.55133
S -1.64956 -3.09579 1.67033
O 3.92044 0.14521 2.50133
C -3.19356 -0.86279 -2.56567
O 4.47244 -6.25379 -2.50167
H 1.62344 1.38521 0.85933
H 6.99344 -6.55679 -1.44667
H -1.54656 4.51021 2.69733
O -4.24856 3.49821 3.62133
H -2.98956 7.71121 1.38733
S -3.24356 -1.08879 -5.13367
H 3.42644 -3.99679 -1.60367
O -2.79356 1.85721 3.17433
H -0.16656 -1.18079 1.69933
C -4.23656 0.35721 2.24033
H -2.47256 -6.96379 2.88833
H 5.18544 -1.93979 -0.20767
H -3.36856 -1.33179 -0.44567
O -2.59556 0.16421 -5.17267
O -4.06056 -0.95879 -3.69167
O 0.94644 -0.91179 -0.88367
C 4.02744 0.53021 -1.73467
H -3.58556 -4.13479 3.52933
H -4.83456 -2.14879 -5.98167
O -0.77056 0.19221 -0.49867
C -4.00656 2.32421 3.18033
H 2.34944 -0.55679 1.53833
H -3.95456 -6.76879 3.93333
H -3.05756 0.18021 -2.11567
H 3.26244 2.55521 -1.18967
H -2.32556 -6.31879 4.42033
H -0.18256 -2.25179 3.30933
N -2.03956 5.84121 1.08533
H 7.97544 -5.38279 -2.61867
H -2.12256 0.11421 3.05733
H -3.56856 5.38321 -0.45967
C -0.13956 -2.19579 2.13533
H -4.22156 5.44121 1.07233
C -3.29956 5.10921 0.63533
C 4.31444 -3.46679 -1.57167
O -2.45556 -2.32879 -5.15567
C -3.98556 -1.50279 -1.41367
C 4.06444 2.10021 -1.78767
O 7.44744 1.52621 -1.55967
H -1.22456 6.12121 3.15333
H -2.18456 -1.16779 -2.74767
C 4.33644 -2.71679 -0.23567
H -0.93756 5.83321 -0.67467
H 3.53844 0.07021 -0.80567
O 5.77044 -4.89179 -4.18367
S 5.64644 -5.45579 -2.80767
N 0.21744 -0.02079 -1.18767
O 5.53844 0.34721 -1.60067
H 3.83944 -0.16079 -2.51967
H -1.45956 7.84821 1.39933
H -2.02256 7.84021 -0.24667
O 0.64144 1.02121 -1.65767
H 0.57844 2.76021 -0.89367
C 2.48844 0.14721 2.30833
C 2.18144 1.46221 1.80733
C -3.00456 -6.33679 3.64833
H -0.03556 5.70821 0.99733
O 3.42444 2.13421 1.77733
H -4.51656 -0.59079 2.65733
H -4.37556 -1.31979 -7.42667
C -2.17556 7.37621 0.86633
C -0.89356 5.37121 0.42933
H 4.41544 -3.44579 0.57533
H 0.70644 -2.76779 1.88333
C 6.20144 1.44921 -1.55367
O 5.62744 1.70221 2.18533
O 5.51144 -4.24579 -1.69167
H -4.56656 0.15621 1.31633
O 5.39444 2.45521 -1.53567
C -2.91956 -4.92779 2.98233
C 4.36544 1.40221 2.21533
H 1.58744 2.02121 2.42333
H -2.85856 5.70021 3.10433
H 3.83144 2.54121 -2.76067
H -0.83456 3.29421 1.12933
H -1.40556 3.48621 -0.35467
C -4.48456 -1.21379 -6.30167
H -3.12756 4.08821 1.06133
C -2.70356 0.71721 2.36233
*
```

The LUMO energy comes out at -0.68 eV. As for the energy above the lowest of the compared OMol25 structures with the same formula, charge and spin: 20.6 kcal per mole. As for the HOMO energy: -8.69 eV. The orbital gap is 8.013 eV.

Entry 2:
C23H50N3O6PS2SiW | ωB97M-V/def2-TZVPD

The geometry in ORCA input format:
```
! RIJCOSX wB97M-V def2-TZVPD def2/J DEFGRID3
* xyz 1 2
H 3.03030 6.13106 0.74975
C -0.76538 1.41377 -3.40958
C -3.89918 0.22571 -0.49300
N 0.75070 1.79015 -1.53247
H 0.91833 -3.05881 2.04256
H 0.04237 2.31154 -5.18838
C -0.95831 -2.17314 3.78687
C 4.06050 2.84728 -2.71084
H -0.31822 0.44745 -3.64445
Si -1.51808 -2.43306 0.42670
H 0.71553 -1.17827 -1.47021
H 1.03950 -4.93409 -1.69356
H -4.01013 -1.96856 2.17208
H 4.52937 3.03771 -4.80682
C -4.01072 -1.14072 0.16599
H 2.43220 4.30343 -4.34710
H -2.71579 -4.27678 3.97827
C -0.00911 2.51957 -4.12312
H -4.91816 -0.45207 1.99682
H 2.49630 4.91838 -0.42739
C -1.00535 -3.45443 2.96551
H -0.70024 -2.41975 -3.84429
S 2.15113 0.01465 1.57002
H -3.82826 0.11455 -1.57930
H 1.42469 1.16445 6.71035
H 4.08150 4.76033 0.36884
H 2.91214 4.45809 2.57851
C 0.35405 -4.47404 -2.41088
H 3.03303 2.17105 -0.93445
C -1.14473 -2.51921 -2.85045
O 1.73307 2.23058 3.55314
C -1.68650 -4.56197 3.74842
C -0.64336 1.68876 -1.92959
C 1.67678 2.26740 -2.37719
H 2.91159 1.50585 5.81001
C 0.39110 -3.88385 2.53199
O -2.88443 -1.91540 -0.28807
C -4.02051 -0.99045 1.68477
H -0.54067 -1.35293 3.19649
H -4.77380 0.83983 -0.26066
H -5.27658 -1.91306 -1.39982
H -2.03792 -3.14381 -2.92020
O -1.83121 -3.23248 1.79955
H 1.76133 2.81183 6.15464
H -0.33054 -2.32459 4.66920
O -0.50237 -1.17019 0.69833
C 2.40466 3.22017 -4.49072
H 4.24619 3.90908 -2.53252
H 3.71490 1.53136 -4.36856
H -1.21943 2.55430 -1.61938
H -0.52192 3.47503 -3.99721
H -3.14332 -0.42746 2.02685
C 1.04654 -2.20634 -1.67239
H 4.94106 2.29544 -2.39130
N 1.37389 2.62304 -3.62481
P 1.53635 1.83938 2.04086
C -0.14295 -3.14269 -1.88031
H 2.11980 3.03010 -5.52165
H -0.49423 -5.14579 -2.55097
H 1.66458 -2.15601 -2.56932
W 0.30821 0.36744 -0.11745
O -0.77988 -3.43124 -0.63025
C 1.12691 1.44842 4.62006
C 3.75468 2.60618 -4.17364
C -5.25539 -1.86819 -0.30843
H -1.70915 -5.48132 3.15972
H -1.46261 -1.53522 -2.50424
H -3.01356 0.74684 -0.11950
C 3.04190 5.06686 0.50788
H 0.32964 -4.72438 1.83509
H -1.96338 -1.89456 4.11697
H -6.15738 -1.35800 0.04001
H 0.07435 1.72396 4.67362
H -1.80588 1.39902 -3.73077
S -0.36264 2.16936 1.41674
O 2.51170 2.87355 1.31641
C 1.85401 1.75582 5.89955
H 1.35250 4.55434 1.74469
H -1.15616 -4.75456 4.68392
H -1.09139 0.80483 -1.36084
C 2.40541 4.29224 1.63074
H -5.25852 -2.89046 0.07894
H 1.65888 -2.52580 -0.82741
H 0.86899 -4.34830 -3.36661
H 1.19942 0.39189 4.35837
H 0.97245 -4.19227 3.40347
N 2.91481 2.40216 -1.91265
*
```

The LUMO energy (spin up / spin down) comes out at -2.85 / -2.62 eV. As for the energy above the lowest of the compared OMol25 structures with the same formula, charge and spin: 18.1 kcal per mole. As for the HOMO energy (spin up / spin down): -9.70 / -10.08 eV. The orbital gap (spin up / spin down) is 6.855 / 7.458 eV.

Entry 3:
C23H51BNO2 | ωB97M-V/def2-TZVPD

The geometry in ORCA input format:
```
! RIJCOSX wB97M-V def2-TZVPD def2/J DEFGRID3
* xyz 0 2
H -1.65913 -1.14953 -0.53033
H -1.35261 0.83488 0.60467
C -1.32562 4.23680 4.13925
O 1.38790 -1.41342 2.69523
H 2.72723 0.70569 -0.56913
H -1.76230 1.93465 8.01140
H 2.95031 -1.57115 -1.37132
C -0.66938 -3.17819 -5.14074
C 3.46039 -1.34641 1.15745
H 2.19562 -2.91345 -0.52539
H -1.55024 -3.77087 -4.88046
H -2.93107 1.15182 4.51260
C 2.10182 -1.03950 0.50854
H -0.61965 4.43293 0.24800
H 4.20980 -1.18710 0.38617
N 1.04068 -1.47190 1.45870
H -1.62743 -1.32231 -4.56116
H 0.12843 -1.21753 -4.62229
H 2.72415 -4.83237 -7.45992
O 1.64032 3.18276 1.07571
C 2.06004 0.47593 0.25835
H -0.65969 -2.06197 -3.28312
H 1.17879 3.56484 1.84158
H -3.37801 4.96657 4.11611
C -1.69790 1.76649 6.93565
H 1.20843 -1.70541 -1.39117
H 0.15903 4.11236 -1.27427
H -1.21327 3.12449 -0.83797
C -1.60434 2.74368 3.96976
C 1.90084 -3.34935 -5.22708
H -3.79171 2.10429 6.61563
H -2.21442 -1.05607 2.21176
H -3.73885 2.68054 4.26917
C 2.02136 -2.92938 -6.69092
C 0.32151 0.78288 -1.54535
C -2.84262 2.22660 4.70150
H 3.52071 -2.37577 1.48868
H 2.71515 -4.04062 -4.98816
H -0.39337 4.47696 3.61731
H -0.53959 0.13537 -1.65893
H -1.72000 2.52514 2.90204
H -1.72869 0.68882 6.76315
C 0.57590 -4.01640 -4.85454
C -2.43596 5.12770 3.59068
C -1.16771 -1.21165 2.46204
H 0.97850 -4.60804 -7.61080
H 3.68795 -0.64966 1.95101
H -2.17529 6.18111 3.70100
C -1.05039 -1.79807 0.08332
H -2.60212 4.93340 2.52872
C -0.70569 -1.86985 -4.35821
H -0.91730 -0.51081 3.24714
H -0.74961 -2.96890 -6.21081
C -0.34308 3.63349 -0.43215
H -0.18465 1.02526 1.88136
H -1.15067 4.47163 5.19209
C -2.84357 2.46617 6.20996
C -0.36434 0.52176 0.93009
H -1.06010 -2.24079 2.78626
H -0.72503 2.18051 4.29847
C 1.94193 -4.09928 -7.66721
H -0.37721 -2.39793 -0.51499
H 0.09777 1.67904 -2.11917
H 1.25069 -2.19400 -6.93785
B 0.69848 2.63647 0.20892
H -1.73958 -2.49265 0.55036
C 0.67513 1.07887 -0.07207
H 0.60075 -4.25987 -3.78733
C 2.08894 -1.86595 -0.78411
C -0.33575 -0.98564 1.19094
H 2.97988 -2.42168 -6.82640
H 0.48678 -4.97241 -5.37777
H 1.14559 0.30855 -2.06001
H -2.81183 3.53834 6.42287
H 2.05882 -2.47177 -4.59305
H -0.72507 2.13331 6.60488
H 2.07062 -3.75494 -8.69421
H 2.49460 0.95257 1.12985
*
```

The LUMO energy (spin up / spin down) comes out at 0.54 / 0.53 eV. As for the HOMO energy (spin up / spin down): -8.08 / -9.32 eV. The orbital gap (spin up / spin down) is 8.615 / 9.848 eV.